[1]
Computed, not measured: a molecular structure, C3H8N2OS, with ωB97M-V/def2-TZVPD.

Output
Molar mass (g mol⁻¹): 120.18
DFT total energy (eV): -19100.8578
ΔE to the lowest compared entry with this formula, charge and spin (kcal per mole): 84.04
HOMO energy (eV): -9.7
Gap between HOMO and LUMO (hartree): 0.3707

Cartesian coordinates (Å):
C1 0.90 1.39 0.75
C2 0.30 1.05 -0.55
C3 -1.29 -0.45 -0.15
H1 0.30 1.07 1.70
H2 0.98 2.55 0.61
H3 2.19 0.82 0.64
H4 0.88 1.35 -1.60
H5 -0.60 1.58 -0.78
H6 1.77 -2.09 -1.32
H7 -0.79 -2.31 0.51
H8 -2.38 -1.89 0.95
N1 -0.01 -0.44 -0.60
N2 -1.60 -1.63 0.46
O1 -2.11 0.36 -0.48
S1 1.47 -1.34 -0.15

***

[2]
Computed, not measured: a single C3H8N2OS molecule, with ωB97M-V/def2-TZVPD.

Output
Molar mass (g mol⁻¹): 120.18
DFT total energy (eV): -19103.6304
ΔE to the lowest compared entry with this formula, charge and spin (kcal per mole): 20.10
HOMO energy (eV): -8.4
Gap between HOMO and LUMO (hartree): 0.3327

Cartesian coordinates (Å):
N1 -1.45 -0.86 -0.11
C1 -0.77 -0.07 0.93
C2 0.48 0.59 0.33
N2 0.10 1.45 -0.80
C3 1.55 -0.41 -0.08
O1 1.11 -1.46 -0.76
S1 3.14 -0.15 0.21
H1 -1.98 -0.22 -0.72
H2 -2.13 -1.49 0.26
H3 -1.43 0.72 1.31
H4 -0.49 -0.74 1.73
H5 0.94 1.23 1.10
H6 0.90 2.04 -1.03
H7 -0.08 0.88 -1.64
H8 0.11 -1.50 -0.72

***

[3]
Computed, not measured: a single C3H8N2OS molecule, with ωB97M-V/def2-TZVPD.

Output
Molar mass (g mol⁻¹): 120.18
DFT total energy (eV): -19103.0748
ΔE to the lowest compared entry with this formula, charge and spin (kcal per mole): 32.91
HOMO energy (eV): -9.3
Gap between HOMO and LUMO (hartree): 0.3654

Cartesian coordinates (Å):
N1 1.42 1.14 1.03
C1 0.76 1.88 -0.01
O1 1.22 2.85 -0.53
N2 -0.30 1.01 -0.64
C2 -1.04 -0.06 0.11
C3 -0.78 -1.48 -0.60
S1 -0.66 -3.05 0.20
H1 2.22 1.66 1.25
H2 1.34 0.19 1.26
H3 -0.88 1.71 -1.06
H4 -2.12 0.12 0.24
H5 -0.63 -0.22 1.09
H6 0.18 -1.17 -1.09
H7 -1.42 -1.49 -1.39
H8 0.68 -3.10 0.15

***

[4]
Computed, not measured: 2 unconnected molecules or ions with the total composition C3H8N2S, with ωB97M-V/def2-TZVPD.

Output
Molar mass (g mol⁻¹): 104.18
DFT total energy (eV): -17053.8840
ΔE to the lowest compared entry with this formula, charge and spin (kcal per mole): 65.64
HOMO energy (eV): -8.2
Gap between HOMO and LUMO (hartree): 0.3338

Cartesian coordinates (Å):
C1 -0.35 -2.34 -0.22
C2 0.37 -1.19 -0.89
S1 -0.02 0.51 -0.24
N1 -1.38 1.07 -1.17
H1 -1.38 -2.15 -0.52
H2 -0.19 -3.29 -0.62
H3 -0.11 -2.38 0.90
H4 0.15 -1.21 -1.98
H5 1.41 -1.32 -0.89
H6 -2.18 1.37 -0.54
H7 -1.14 1.88 -1.70
C3 0.98 3.68 0.40
N2 0.39 2.75 0.63
H8 1.46 4.52 0.02

***

[5]
Computed, not measured: a single C3H8N2S molecule, with ωB97M-V/def2-TZVPD.

Output
Molar mass (g mol⁻¹): 104.18
DFT total energy (eV): -17055.1693
ΔE to the lowest compared entry with this formula, charge and spin (kcal per mole): 36.00
HOMO energy (eV): -8.9
Gap between HOMO and LUMO (hartree): 0.3566

Cartesian coordinates (Å):
H1 -0.37 -1.78 1.22
N1 0.53 -1.49 0.94
C1 0.63 -0.51 0.06
N2 1.84 -0.31 -0.60
C2 -0.51 0.23 -0.42
C3 -0.64 1.37 0.55
S1 -2.03 -0.74 -0.26
H2 2.10 0.45 -1.25
H3 2.70 -0.80 -0.41
H4 -0.43 0.62 -1.49
H5 -0.66 0.74 1.60
H6 0.21 2.04 0.70
H7 -1.66 1.89 0.40
H8 -1.71 -1.71 -1.05

***

[6]
Computed, not measured: a molecular structure, C3H8N2S, with ωB97M-V/def2-TZVPD.

Output
Molar mass (g mol⁻¹): 104.18
DFT total energy (eV): -17049.7381
ΔE to the lowest compared entry with this formula, charge and spin (kcal per mole): 161.24
HOMO energy (eV): -8.7
Gap between HOMO and LUMO (hartree): 0.3350

Cartesian coordinates (Å):
C1 1.36 -1.32 -0.41
C2 0.31 -0.07 -0.11
C3 -0.85 -0.68 0.76
H1 1.16 -1.96 -1.51
H2 1.57 -1.82 0.55
H3 2.65 -0.75 -0.26
H4 -0.62 -1.63 1.12
H5 -0.89 0.04 1.70
H6 -1.59 0.55 -1.29
H7 -0.27 2.85 -0.81
H8 -0.55 2.26 1.23
N1 0.49 1.13 -0.49
N2 -0.57 1.98 -0.04
S1 -2.22 -0.58 -0.44

***

[7]
Computed, not measured: 2 unconnected molecules or ions with the total composition C3H8N2S, with ωB97M-V/def2-TZVPD.

Output
Molar mass (g mol⁻¹): 104.18
DFT total energy (eV): -17052.0905
ΔE to the lowest compared entry with this formula, charge and spin (kcal per mole): 107.00
HOMO energy (eV): -8.6
Gap between HOMO and LUMO (hartree): 0.3507

Cartesian coordinates (Å):
C1 -1.47 1.41 1.00
C2 -1.21 0.75 -0.15
C3 1.60 -0.51 -1.12
N1 1.21 -0.86 1.21
N2 1.48 -1.26 -0.08
S1 2.22 -1.62 -2.34
H1 -0.76 2.11 1.46
H2 -2.37 1.42 1.57
H3 -1.97 0.09 -0.64
H4 -0.31 0.71 -0.73
H5 0.46 -0.17 1.18
H6 1.09 -1.57 1.83
H7 1.84 -2.23 -0.05
H8 2.33 -0.85 -3.41

***

[8]
Computed, not measured: 2 unconnected molecules or ions with the total composition C3H8N2S, with ωB97M-V/def2-TZVPD.

Output
Molar mass (g mol⁻¹): 104.18
DFT total energy (eV): -17052.3003
ΔE to the lowest compared entry with this formula, charge and spin (kcal per mole): 102.16
HOMO energy (alpha / beta) (eV): -8.4 / -7.3
Gap between HOMO and LUMO (alpha / beta) (hartree): 0.3162 / 0.2824

Cartesian coordinates (Å):
C1 -1.63 -0.22 0.00
C2 1.30 0.51 -1.06
C3 0.81 0.41 1.22
N1 -1.80 -1.45 -0.31
N2 0.81 -0.30 -0.02
S1 -2.28 1.18 0.36
H1 1.60 -0.13 -1.98
H2 0.52 1.20 -1.27
H3 2.19 0.99 -0.61
H4 -0.12 1.06 1.22
H5 0.78 -0.32 2.07
H6 1.61 1.11 1.22
H7 -1.09 -2.24 -0.34
H8 -2.70 -1.80 -0.49

***

[9]
Computed, not measured: a single C3H8N2S molecule, with ωB97M-V/def2-TZVPD.

Output
Molar mass (g mol⁻¹): 104.18
DFT total energy (eV): -17054.7882
ΔE to the lowest compared entry with this formula, charge and spin (kcal per mole): 44.78
HOMO energy (eV): -7.8
Gap between HOMO and LUMO (hartree): 0.3177

Cartesian coordinates (Å):
C1 -0.06 -1.26 0.85
N1 0.43 -0.25 -0.03
C2 1.76 -0.31 -0.54
C3 -0.33 0.84 -0.24
N2 -1.47 1.04 0.31
S1 -2.44 2.27 -0.53
H1 0.07 -2.28 0.54
H2 -1.14 -1.05 0.88
H3 0.30 -1.05 1.88
H4 2.47 -0.22 0.23
H5 2.03 0.44 -1.34
H6 1.91 -1.34 -0.96
H7 0.09 1.36 -1.08
H8 -3.61 1.81 0.02

***

[10]
Computed, not measured: a single C3H8N2S molecule, with ωB97M-V/def2-TZVPD.

Output
Molar mass (g mol⁻¹): 104.18
DFT total energy (eV): -17053.3828
ΔE to the lowest compared entry with this formula, charge and spin (kcal per mole): 77.19
HOMO energy (eV): -9.1
Gap between HOMO and LUMO (hartree): 0.3560

Cartesian coordinates (Å):
H1 2.30 1.19 0.41
N1 2.26 0.08 0.40
C1 1.00 -0.24 0.11
C2 0.63 -1.63 -0.32
N2 -0.15 0.48 -0.19
C3 -0.09 1.88 -0.28
S1 -1.63 -0.34 0.12
H2 1.58 -2.12 -0.38
H3 0.35 -1.81 -1.25
H4 -0.23 -2.24 0.28
H5 0.15 2.32 0.71
H6 0.83 1.91 -0.90
H7 -1.01 2.30 -0.73
H8 -1.93 -0.01 1.47

***

[11]
Computed, not measured: a molecular structure, C3H8N2S, with ωB97M-V/def2-TZVPD.

Output
Molar mass (g mol⁻¹): 104.18
DFT total energy (eV): -17052.0886
ΔE to the lowest compared entry with this formula, charge and spin (kcal per mole): 107.04
HOMO energy (eV): -8.6
Gap between HOMO and LUMO (hartree): 0.3304

Cartesian coordinates (Å):
C1 -1.60 1.40 -0.75
C2 -0.70 0.57 0.05
C3 0.76 0.87 0.09
H1 -1.41 1.03 -1.90
H2 -1.37 2.53 -0.82
H3 -2.74 1.16 -0.46
H4 0.95 1.68 -0.57
H5 1.37 0.76 0.97
H6 1.39 -1.28 0.68
H7 -1.15 -1.92 1.84
H8 0.14 -0.89 2.32
N1 -1.25 -0.49 0.65
N2 -0.43 -1.39 1.47
S1 1.49 -0.43 -0.82

***

[12]
Computed, not measured: 2 unconnected molecules or ions with the total composition C3H8N3, with ωB97M-V/def2-TZVPD.

Output
Molar mass (g mol⁻¹): 86.12
DFT total energy (eV): -7700.9782
Net charge: +1
ΔE to the lowest compared entry with this formula, charge and spin (kcal per mole): 99.17
HOMO energy (eV): -14.2
Gap between HOMO and LUMO (hartree): 0.3958

Cartesian coordinates (Å):
C1 1.34 0.87 -0.55
C2 -2.51 -0.92 -0.25
C3 -1.48 -1.68 0.14
N1 2.60 2.02 1.18
N2 2.09 1.28 0.24
N3 0.55 0.19 -1.27
H1 -3.18 -1.35 -1.04
H2 3.42 1.66 1.60
H3 -2.92 -0.11 0.42
H4 -1.23 -2.60 -0.34
H5 -0.88 -1.52 1.02
H6 1.89 2.44 1.88
H7 -0.12 -0.51 -0.76
H8 0.42 0.24 -2.27

***

[13]
Computed, not measured: 3 unconnected molecules or ions with the total composition C3H8N3, with ωB97M-V/def2-TZVPD.

Output
Molar mass (g mol⁻¹): 86.12
DFT total energy (eV): -7699.0415
Net charge: +1
ΔE to the lowest compared entry with this formula, charge and spin (kcal per mole): 143.83
HOMO energy (alpha / beta) (eV): -12.0 / -12.1
Gap between HOMO and LUMO (alpha / beta) (hartree): 0.2791 / 0.2894

Cartesian coordinates (Å):
C1 -0.67 1.03 -1.63
C2 0.16 -0.03 -0.33
C3 0.25 -1.96 1.14
N1 0.56 1.02 -1.13
N2 -1.09 0.01 -0.90
N3 0.73 -0.92 0.50
H1 -1.16 1.73 -2.25
H2 0.27 1.78 1.29
H3 -0.71 -2.33 0.66
H4 0.78 -2.54 1.77
H5 -0.05 1.49 2.04
H6 1.27 1.84 -1.19
H7 -1.93 -0.68 -0.85
H8 1.60 -0.44 0.87

***

[14]
Computed, not measured: a molecular structure, C3H8N3, with ωB97M-V/def2-TZVPD.

Output
Molar mass (g mol⁻¹): 86.12
DFT total energy (eV): -7699.9723
Net charge: +1
ΔE to the lowest compared entry with this formula, charge and spin (kcal per mole): 122.36
HOMO energy (eV): -15.1
Gap between HOMO and LUMO (hartree): 0.3962

Cartesian coordinates (Å):
C1 -0.90 1.09 0.00
C2 0.80 -0.15 1.09
C3 0.32 -0.48 -1.51
N1 -0.09 0.92 1.25
N2 -0.91 -0.16 -0.65
N3 0.11 -0.95 -0.18
H1 -1.91 1.25 0.18
H2 -0.57 1.90 -0.63
H3 1.70 0.13 0.62
H4 1.03 -0.87 1.81
H5 0.04 -1.21 -2.24
H6 1.10 0.18 -1.73
H7 -0.69 0.60 1.96
H8 -0.03 -2.25 0.02

***

[15]
Computed, not measured: 2 unconnected molecules or ions with the total composition C3H8N3, with ωB97M-V/def2-TZVPD.

Output
Molar mass (g mol⁻¹): 86.12
DFT total energy (eV): -7702.3416
Net charge: +1
ΔE to the lowest compared entry with this formula, charge and spin (kcal per mole): 67.72
HOMO energy (eV): -12.5
Gap between HOMO and LUMO (hartree): 0.2506

Cartesian coordinates (Å):
C1 1.84 0.43 -0.02
C2 1.06 -1.68 0.03
C3 0.43 0.32 0.33
N1 2.13 -1.04 -0.31
N2 -0.07 -0.92 0.26
N3 -3.26 0.95 -0.07
H1 2.23 1.25 -0.74
H2 2.53 0.61 0.98
H3 -2.99 1.65 -0.70
H4 0.97 -2.67 0.15
H5 -0.26 1.09 0.40
H6 2.94 -1.43 -0.63
H7 -3.92 1.41 0.58
H8 -3.63 0.02 -0.27

***

[16]
Computed, not measured: a gas-phase ion, C3H8N3 (charge +1), with ωB97M-V/def2-TZVPD.

Output
Molar mass (g mol⁻¹): 86.12
DFT total energy (eV): -7699.1646
Net charge: +1
ΔE to the lowest compared entry with this formula, charge and spin (kcal per mole): 140.99
HOMO energy (eV): -14.0
Gap between HOMO and LUMO (hartree): 0.3749

Cartesian coordinates (Å):
C1 -2.90 -1.43 0.41
C2 -2.05 -0.62 0.51
N1 -1.04 0.32 0.60
N2 0.30 -0.11 0.27
C3 1.24 0.78 -0.35
N3 2.43 0.11 -0.50
H1 -3.89 -1.91 0.18
H2 -0.96 0.74 1.48
H3 -1.21 0.97 -0.18
H4 0.18 -0.83 -0.52
H5 1.62 1.63 0.28
H6 0.96 1.19 -1.34
H7 2.92 -0.12 0.33
H8 2.39 -0.73 -1.18